Entry from the OMol25 dataset: a molecular structure, Ca2H8N3O13 (ωB97M-V/def2-TZVPD).

## Properties
E_HOMO = -12.36 eV
Charge = +1
HOMO-LUMO gap = 7.039 eV
E = -68081.527 eV

Last column: Mulliken charge in e.
CARTESIAN COORDINATES (ANGSTROEM)
O: 0.726 -3.859 0.297  -0.6271
H: 0.578 -3.932 -0.659  0.3623
O: -1.106 -1.065 0.627  -0.4209
O: 0.517 4.216 -0.846  -0.5949
O: -1.789 -2.951 -1.575  -0.6325
O: -2.184 0.817 -1.923  -0.6053
N: -0.670 4.419 -0.631  1.0324
O: -0.557 -4.561 -2.370  -0.5516
H: 2.659 0.149 1.385  0.4747
O: -1.213 3.698 0.333  -0.7427
O: -0.470 1.002 0.973  -0.6731
O: 1.885 2.322 2.109  -0.5752
O: -2.692 -4.847 -2.168  -0.5841
O: 0.962 -0.538 0.748  -0.6096
Ca: -0.340 2.991 2.303  1.7147
N: -0.185 -0.215 0.811  0.6918
N: -1.670 -4.181 -2.065  0.9574
H: -1.949 0.868 -0.989  0.2569
O: -1.333 5.253 -1.192  -0.5260
H: 4.082 0.235 0.819  0.3099
H: 2.395 2.585 1.323  0.3381
Ca: -3.050 -2.193 0.150  1.7091
H: -1.538 0.216 -2.317  0.3474
H: 0.822 -2.915 0.458  0.2796
O: 3.567 0.378 1.621  -0.6408
H: 2.552 2.108 2.778  0.3097